Record 1
A cluster of 2 separate species, C5H7NO in total. Source: the Open Molecules 2025 dataset; level of theory: wB97M-V/def2-TZVPD.

E_HOMO: -9.957 eV
structure (SMILES): C=C1C=NC(=O)C1.[H][H]
relative energy (zero: lowest compared OMol25 entry of this formula, charge and spin): 177.78 kJ/mol
net charge: 0
HOMO-LUMO gap: 9.66 eV
calculated total energy: -8834.360 eV
LUMO: -0.011 Eh

```
14
Properties=species:S:1:pos:R:3:forces:R:3
C 1.0689 1.5302 -1.1875 -0.05 -0.13 0.04
C 0.4743 0.4159 -0.7674 0.07 0.10 -0.06
C 1.0511 -0.9395 -0.8731 0.01 -0.10 0.03
N 0.3806 -1.8885 -0.3320 0.09 0.26 -0.09
C -0.7891 -1.2917 0.2575 -0.37 -0.14 0.25
O -1.5833 -1.8997 0.9228 0.35 0.25 -0.33
C -0.8408 0.2031 -0.0766 -0.02 0.03 0.03
H 0.6142 2.5098 -1.0687 0.03 -0.16 -0.01
H 2.0477 1.4946 -1.6600 -0.14 -0.03 0.06
H 1.9979 -1.1389 -1.3758 -0.12 0.04 0.07
H -0.9727 0.7900 0.8361 0.03 -0.09 -0.14
H -1.6994 0.3932 -0.7300 0.12 -0.03 0.08
H -0.7525 0.1827 3.3143 -0.01 -0.05 -0.01
H -1.0236 -0.4140 2.9609 0.01 0.05 0.07
```
Forces are in eV/Å.


Record 2
A structure of composition C34H35N2O2PSiTeV at a distorted geometry. Source: the Open Molecules 2025 dataset; level of theory: wB97M-V/def2-TZVPD.

E_HOMO (alpha / beta): -11.814 / -11.815 eV
relative energy (zero: lowest compared OMol25 entry of this formula, charge and spin): 0.00 kJ/mol
spin multiplicity: 2
net charge: +2
HOMO-LUMO gap (alpha / beta): 4.53 / 4.90 eV
calculated total energy: -93031.555 eV
LUMO (alpha / beta): -0.268 / -0.254 Eh

```
77
Properties=species:S:1:pos:R:3:forces:R:3
V 0.1332 0.2583 0.7947 -1.18 -1.00 1.56
O 0.5621 -0.6300 -1.0288 -0.88 0.22 1.59
C -0.3666 0.2094 -1.2163 -1.76 1.81 -4.30
O -1.5011 0.3306 -0.5638 4.14 -0.37 0.09
C -0.0031 1.2691 -2.4022 -0.75 -0.97 1.45
P 1.1318 2.4923 -1.6447 0.49 -1.40 1.27
C 0.5864 4.0682 -2.1206 -1.03 1.33 1.73
C -0.2131 4.8654 -1.2717 0.39 -0.68 -0.07
C -0.7061 6.0605 -1.7178 -0.11 0.98 -1.29
C -0.4749 6.5035 -3.0576 0.89 -1.66 1.45
C 0.3065 5.6841 -3.8733 -0.18 0.86 -0.47
C 0.8738 4.5107 -3.3762 0.49 -1.42 -2.86
C 2.8927 2.3862 -1.9623 0.51 1.40 -0.47
C 3.5314 1.1934 -2.1909 -0.55 -1.82 -0.57
C 4.8727 1.1348 -2.5216 0.40 1.37 0.18
C 5.5893 2.3289 -2.6606 -0.70 -0.14 0.21
C 4.9945 3.5625 -2.4550 -1.14 -0.13 0.47
C 3.6394 3.5894 -2.0779 -0.33 0.14 0.28
H -0.8730 1.8280 -2.7641 0.05 -0.13 0.28
H 0.4155 0.7303 -3.2397 0.31 -0.19 -0.15
H -0.4252 4.5173 -0.2712 -0.07 0.09 0.14
H -1.2819 6.6764 -1.0513 -0.17 0.13 0.14
H -0.8132 7.4531 -3.4140 -0.37 0.28 -0.08
H 0.4490 6.0235 -4.9127 0.20 -0.50 0.61
H 1.4227 3.7804 -4.0755 -0.61 1.55 0.94
H 2.8972 0.2983 -2.2338 0.54 0.04 0.28
H 5.4429 0.2493 -2.6663 -0.18 -0.88 -0.15
H 6.6176 2.3148 -2.9353 0.63 -0.20 -0.17
H 5.5899 4.4622 -2.5706 -0.31 0.01 0.08
H 3.0951 4.5109 -1.8408 0.63 -0.13 -0.30
C 2.9896 3.8950 3.0464 0.60 -2.25 -0.60
Si 1.8068 2.3877 3.1355 1.03 1.32 2.18
C 0.2350 2.9223 4.1099 1.96 1.97 -0.93
C 2.8277 0.9841 4.0117 -0.77 -0.13 -2.11
C 1.1455 1.9764 1.3955 -0.46 -0.96 -1.73
C 0.8802 1.9501 0.1219 1.02 1.17 0.54
H 3.2718 4.2441 4.0230 0.18 -0.20 0.62
H 2.5702 4.7112 2.5685 -1.07 1.72 -1.09
H 3.9054 3.6466 2.4595 -0.50 0.03 0.57
H 0.5132 3.1951 5.1351 0.24 -0.13 -0.16
H -0.5395 2.2169 4.2003 -1.26 -0.69 -0.26
H -0.0335 3.9226 3.6229 -0.26 -1.49 0.57
H 3.6870 1.2640 4.6120 -0.27 0.59 0.21
H 3.2748 0.3545 3.2086 -0.42 0.02 0.51
H 2.0992 0.4136 4.5780 0.21 -0.39 0.22
N 0.9851 -3.7042 2.1953 0.88 -0.23 -0.39
C 0.4903 -3.2539 3.4072 -0.30 0.36 -0.93
C 0.1503 -1.9495 3.1842 -0.79 -0.54 0.80
N 0.4230 -1.6014 1.9019 1.80 0.38 -1.66
C 1.0361 -2.6556 1.3311 -1.25 -0.69 0.33
H 1.2671 -4.6920 1.9905 -0.23 1.54 0.26
H 0.3583 -3.8944 4.2557 0.00 -0.08 0.11
H -0.4372 -1.2940 3.7977 0.18 0.07 0.41
H 1.3508 -2.7094 0.2883 -0.06 -0.05 0.52
Te -3.5575 -2.3896 0.2782 -0.52 -0.72 0.76
C -4.0284 -4.1154 1.5302 0.50 -0.69 0.19
C -5.2348 -4.1680 2.2863 0.76 0.57 -1.92
C -5.4624 -5.2907 3.0525 -0.57 0.13 1.37
C -4.5156 -6.3029 3.1996 -0.93 0.14 -0.16
C -3.3240 -6.2379 2.5011 1.08 0.15 -0.01
C -3.0489 -5.1736 1.6564 -0.67 2.45 -0.24
C -3.2424 -3.3459 -1.5761 0.31 0.51 -0.22
C -4.2671 -3.7058 -2.4685 -0.44 0.08 1.36
C -3.9449 -4.2924 -3.6771 -0.96 -0.07 0.25
C -2.6242 -4.3649 -4.0582 0.56 -0.70 -2.81
C -1.5845 -4.0110 -3.2148 -1.38 0.57 0.61
C -1.9089 -3.4670 -1.9580 0.19 -1.23 -0.94
H -6.0232 -3.3918 2.1481 0.85 -0.64 0.29
H -6.3668 -5.2831 3.6940 0.55 -0.34 -0.65
H -4.8066 -7.1280 3.8397 0.48 -0.04 0.00
H -2.4875 -6.9087 2.6861 -0.47 -0.38 -0.04
H -2.0414 -4.9880 1.1860 -1.24 -0.61 0.42
H -5.3116 -3.5553 -2.1341 0.69 -0.27 -0.40
H -4.7416 -4.7459 -4.2848 0.46 0.59 0.07
H -2.4683 -4.6692 -5.1642 0.19 0.17 2.15
H -0.5726 -4.1600 -3.4900 0.79 0.00 -0.33
H -1.0794 -3.2967 -1.2915 -0.07 0.36 0.36
```
Forces are in eV/Å.


Record 3
A structure of composition C3H4HoLiO3 at a distorted geometry. Source: the Open Molecules 2025 dataset; level of theory: wB97M-V/def2-TZVPD.

E_HOMO (alpha / beta): -8.688 / -11.315 eV
spin multiplicity: 6
net charge: +1
HOMO-LUMO gap (alpha / beta): 4.95 / 4.81 eV
calculated total energy: -35312.632 eV
LUMO (alpha / beta): -0.137 / -0.239 Eh

```
12
Properties=species:S:1:pos:R:3:forces:R:3
O 0.1332 0.9151 0.7727 -2.01 0.10 0.05
C 1.3047 0.5527 0.3380 2.55 0.44 0.03
C -1.0681 0.0362 0.6475 3.11 -1.58 1.58
O 2.2899 1.3133 0.5361 -0.88 -0.36 -0.01
O 1.5029 -0.5636 -0.2648 -1.09 -0.77 -0.83
C -1.5499 -0.1904 -0.7365 -2.93 1.09 1.54
H -1.7354 0.5122 1.3809 -0.36 -0.05 -0.73
H -2.1094 0.6713 -1.1345 0.87 -0.28 -0.66
H -2.1980 -1.0861 -0.7312 0.57 0.03 -0.58
Li 0.1733 -1.1291 -1.4859 0.89 -0.28 0.02
Ho 4.0325 -0.0578 -0.4433 -0.36 0.20 0.19
H -0.7757 -0.9739 1.1211 -0.35 1.48 -0.58
```
Forces are in eV/Å.